Computed, not measured: a cluster of 8 separate species, C41H80N14O4 in total in a non-equilibrium geometry, with wB97M-V/def2-TZVPD.

Geometry as XYZ:
```
139
C41H80N14O4 (wB97M-V/def2-TZVPD)
N 0.7154 0.6904 0.0202
H 4.7275 -2.6712 -1.0804
C 0.6821 -2.8194 -3.8918
H -0.7129 1.7609 -2.6599
H -0.4513 -1.6634 -0.9581
H -0.9051 -4.5969 4.7024
H 2.4193 4.8242 4.8339
H -1.3829 -4.5800 6.3773
H -3.9839 -1.3488 0.6904
C 4.0216 -2.9753 -0.3076
C -2.4495 3.6692 0.3289
H 3.2277 -2.5381 1.5693
C -0.2340 -2.5843 -1.4992
H 4.7864 -4.9966 -2.2391
N -3.4655 2.9832 1.0626
H -2.3006 2.2486 2.6989
C 4.0539 -2.2323 0.9275
C 3.2055 4.3153 -0.8300
C 4.0434 -5.2090 -1.4704
C 2.0852 0.7873 4.2125
H -0.7929 2.4262 -8.1584
N -1.0567 0.9693 -6.6108
H 0.1891 0.3921 3.1819
H 2.1607 -2.4036 -5.5289
H 1.6470 1.4489 4.9598
N -0.2418 -2.9967 5.6421
H 4.0737 4.3689 4.5367
C -0.4570 -0.7391 5.7126
H 5.0745 -2.5071 2.7032
H -1.4864 -2.2000 7.1289
H 2.4233 -4.9548 0.6333
H -5.3272 6.7168 -1.3770
C 2.6806 5.5256 -1.6218
H -2.5199 1.5402 -2.6721
H -0.5899 -0.5889 -9.0118
N 4.3161 -4.4912 -0.1248
C -0.8658 1.5560 -5.3414
H -7.4644 -1.0476 4.8988
N 0.7011 -2.3977 -2.5651
C -3.5754 -2.0716 1.3967
C -0.7443 -1.9696 6.3789
C 3.7157 0.5580 -3.1251
H 1.6062 5.5795 -1.7976
N 0.4518 -1.0643 4.7279
H 3.0156 6.5285 -1.3570
H 4.6790 5.0382 1.5664
H 1.2547 -2.9320 4.0547
H -1.3057 0.1724 -2.4509
H -4.4360 6.0828 -2.6965
H 3.1079 5.3280 -2.6049
C 3.5180 -0.6036 -3.9952
H -6.1122 -1.0690 2.3025
H -1.2381 -2.8381 -1.8391
H 0.8152 4.1667 3.2309
H 3.6218 -4.7085 1.9438
C -4.7119 3.3037 0.4548
H 3.9696 -6.2069 -1.0383
C -3.9955 -3.1551 3.6086
H -1.5699 -2.4828 2.1755
C 3.6467 4.7382 1.6704
H 4.2944 4.2838 -0.7921
H -5.1914 3.9413 -2.5229
H -3.8239 2.9499 3.0065
H 5.9185 -5.8764 0.1801
N -4.5174 4.1400 -0.6419
N -5.9917 -2.3060 4.0985
H 0.5453 1.2395 -7.8588
C -1.5496 1.1184 -2.9343
N 2.8224 4.3949 0.6125
H -2.0434 -0.7920 -7.1716
C -3.1652 4.2851 -0.7678
H -2.6120 -0.9506 -4.3744
H -5.0991 -3.7981 5.4702
H -0.2451 0.8197 -9.9409
H -2.7584 4.9631 -1.5035
O 5.2279 -2.3437 1.7697
H -1.5307 -1.3828 0.8041
C -3.3179 2.2825 2.3090
H -7.2024 -2.6132 5.7736
H 1.4788 -0.8006 2.8846
H -1.4801 3.6510 0.8047
C -0.5457 -4.3804 5.7084
H 3.0370 -4.9264 -1.7792
O -0.3466 1.0434 0.4637
H -0.0485 -3.5425 -4.2229
O 1.3892 1.3709 -0.7140
H -3.7260 1.2888 2.1242
H 0.3044 -4.9612 6.0662
C -5.4214 6.0471 -2.2319
C 0.6100 -2.4079 4.7447
H 3.3920 -0.2047 -5.0018
C 1.8293 -1.6443 -2.4714
C -7.2664 -2.1154 4.8060
N 2.8549 4.6783 2.8596
C -2.1362 -1.7160 1.6470
C -2.0775 -0.2455 -4.9937
H 3.5507 -6.2138 1.1638
C -5.5148 4.5379 -1.6699
H -6.1806 6.4657 -2.8926
H -6.5482 4.3548 -1.3756
H 2.0729 -1.0715 -1.5889
H -2.1493 -0.8687 2.3326
H -3.0908 -3.7196 3.4374
H 6.0479 -4.4148 1.1095
C -4.9902 -3.2208 4.5640
N -4.3029 -2.2802 2.5970
H -3.6858 -2.9764 0.7990
H 3.6591 0.2890 -2.0703
C 1.5571 4.0240 1.1181
H 6.4860 -4.4249 -0.6664
H 4.7018 1.0020 -3.2606
N -1.5424 0.8469 -4.4015
H 0.0076 -3.4332 -0.8597
C 1.0240 -0.1473 3.6292
C -0.8576 0.4629 -9.1128
H 2.9940 -2.9029 -0.6638
C 1.5918 4.2919 2.4910
H 4.4608 -1.1466 -4.0617
C 3.2649 5.0003 4.1690
H -5.6890 3.0559 0.8425
H 2.9759 1.3381 -3.3045
C -1.7751 -0.1507 -6.3451
C 1.7654 -2.3159 -4.5277
H 2.8634 0.3084 4.8068
H 3.5355 6.0517 4.2657
H -0.8590 0.2431 5.9126
H 2.9866 3.3195 -1.2156
C 3.4444 -5.1479 0.9622
C -0.5319 1.3972 -7.9110
H 2.6569 1.3649 3.4860
N 2.4455 -1.5752 -3.6380
H 0.7810 3.7437 0.4213
C -5.5565 -1.7768 2.8997
H -1.8891 0.4841 -9.4643
H -8.0619 -2.5699 4.2155
H -0.3768 2.5052 -5.1789
O 1.2292 -0.3086 0.4832
H 3.8137 -1.1937 0.7002
C 5.8190 -4.7930 0.1132
```

Computed properties:
maximum force	0.104	hartree/bohr
charge	+5
2S+1	2
HOMO (spin up / spin down)	-12.453 / -16.590	eV

***

Computed, not measured: a cluster of 3 separate species, C41H80NO2 in total in a non-equilibrium geometry, with wB97M-V/def2-TZVPD.

Geometry as XYZ:
```
124
C41H80NO2 (wB97M-V/def2-TZVPD)
C -0.1589 2.0341 -1.7810
C 1.8563 1.7297 -0.0098
H -5.3697 2.8696 1.6863
C 0.7652 -0.1364 7.9013
C -3.8176 3.5795 6.2800
H 1.1426 -4.4527 -6.1229
H -5.6920 4.2962 3.5383
H -2.0660 0.6438 3.9010
H -5.1514 0.0354 0.1790
C 1.2214 -3.9164 -5.1704
C -3.6924 1.2564 -1.8077
H -0.3787 2.5379 3.7704
H -4.9136 3.6442 6.5882
H 3.2659 -4.4858 -4.8712
H -6.4314 0.6938 1.7889
H -4.0088 0.0064 3.3327
H -0.2382 -1.9268 -1.8443
H -2.6772 -0.5113 -2.7439
H -3.1616 4.4359 6.6516
H 2.6033 0.9829 0.4652
H -4.0714 -2.2376 -1.0526
H -3.9818 1.9924 2.5109
H -0.5633 -3.0176 3.7119
C 3.2850 -2.6780 -6.0139
H 4.7414 0.3923 -5.3036
H 5.7045 1.4994 -4.3152
C 2.6876 -3.5570 -4.9239
H 6.4321 1.3268 -8.5379
H -2.9916 2.9485 4.1998
C -0.0080 1.4493 3.6163
H -5.7279 -2.3652 0.6143
C 0.2528 -2.7306 -5.2054
C -3.6276 -0.3226 -2.1052
C -5.1298 -0.2123 3.3653
H -1.6875 0.9768 2.1394
C 5.7401 0.8175 -5.1695
H 1.3837 -3.5799 4.7446
C 7.1718 -0.4905 -7.6373
C -3.2054 2.1655 6.8172
H 1.7389 0.4929 2.4964
H 2.8886 -2.6477 5.2842
C 1.8264 -2.5214 4.8427
H 2.3976 2.6602 -0.4073
C -0.8434 -0.9881 2.7770
H 5.1904 0.3055 -7.8501
C -6.0308 1.0356 2.8055
C 1.2440 1.5246 2.6134
C -1.2716 -0.5236 6.2395
H 6.8506 -1.1996 -6.8662
C -0.7128 0.1471 7.5189
C 0.2384 -1.8594 -3.9480
C 1.5804 -1.0823 6.9494
H 0.2505 -1.0299 2.4541
H 1.2241 -1.4147 -3.7789
H -0.2025 2.0031 0.9850
C -1.0666 -2.0191 4.0001
C -1.2277 0.5385 3.1053
H -1.5652 -1.3319 1.9396
H -3.5306 1.7852 -2.8255
H 0.4829 -3.4197 -2.4491
H 6.4299 0.0082 -4.9178
H -3.5011 4.7209 4.3924
C -0.2053 -2.6086 -2.6994
H -5.4049 -0.2824 4.4921
H 8.7313 1.7175 -8.5409
H 10.2913 0.9388 -8.2750
C 9.2343 0.7494 -8.4814
H 0.2794 0.2302 -0.5488
H -5.1771 -2.4376 3.4417
C 6.1835 1.5667 -6.4186
H 3.2132 -3.1639 -6.9906
H -2.1811 -2.2509 4.1961
C -4.8851 -1.9385 1.2842
H 4.3426 -2.4908 -5.8073
H 2.7832 -1.7089 -6.0714
H 2.6635 -1.3869 7.1429
H 0.4843 -2.0963 -6.0676
H 1.2271 0.2977 8.8461
C -3.7871 3.6305 4.6565
H 8.7522 0.3619 -6.4188
C 6.2010 0.6934 -7.6747
C -5.5568 -1.6152 2.7149
H 7.1678 2.0137 -6.2490
O -2.1845 0.7502 9.4557
H -3.5755 -0.0155 1.1212
C -5.2033 3.3348 3.9593
C 0.9085 1.0164 -1.1058
H -0.4513 -1.0241 -4.1142
C -4.2920 -0.6628 0.5042
H -4.5003 -0.7084 -2.7486
H 1.5323 0.4971 -1.9259
H 1.9731 -2.0679 3.7952
H -0.8908 2.4723 -1.0008
C 0.8996 2.2341 1.1987
H -2.4335 -1.5521 -0.5204
H -0.8269 1.4556 -2.5292
N 0.9833 -1.6420 5.7338
H -2.3564 -0.3784 5.9316
C -5.0672 2.3396 2.6684
H -6.9269 1.2434 3.5078
C -1.7301 1.0824 8.3350
H 0.3926 2.8943 -2.2982
C -0.3827 -1.4116 5.3361
H 1.0093 3.3745 1.3718
H -1.2051 -3.0313 -2.8322
H -5.9894 2.8765 4.6699
O -2.0733 2.3374 7.7124
H -2.8732 1.5122 -1.0551
H 7.0947 -1.0285 -8.5891
H -2.9275 1.5852 5.8515
C -3.5045 -1.2575 -0.8014
H -4.0788 1.6568 7.3823
H 9.1637 0.2618 -9.4574
H -4.0314 -2.7055 1.4026
H 5.4926 2.4001 -6.5869
H 2.0365 2.1920 3.1343
H 9.2169 -1.0567 -7.3358
H 0.4143 1.1288 4.6473
H 0.8997 -4.6260 -4.4003
H -0.7585 -3.1162 -5.3805
H -4.7482 1.4999 -1.4418
H -6.6960 -1.7628 2.6673
H 2.8039 -3.0679 -3.9515
C 8.6373 -0.1287 -7.3902
```

Computed properties:
maximum force	0.109	hartree/bohr
charge	+1
HOMO	-11.967	eV